DFT (ωB97M-V/def2-TZVPD) results for a molecular structure, C2H14N2O4 in a non-equilibrium geometry.

HOMO   -9.012 eV
2S+1   1
Energy relative to the best compared isomer or geometry (same formula, charge and spin)   213.20 kcal/mol

Last column: natural (NBO) charge in e.
CARTESIAN COORDINATES (ANGSTROEM)
N (-1.161, -0.429, -1.094)  -0.48
H (-1.919, 0.076, 1.451)  0.50
H (-0.234, -2.319, -1.085)  0.20
N (1.011, -0.919, -0.167)  -0.34
H (-0.334, 1.582, 0.486)  0.52
H (2.083, -1.145, -1.980)  0.21
H (1.371, 0.565, -1.625)  0.28
H (2.768, -0.081, -0.809)  0.34
H (-0.763, 0.514, -1.192)  0.43
H (-3.946, 0.036, 1.022)  0.47
C (1.788, -0.389, -1.261)  -0.45
H (1.121, 1.591, -0.117)  0.47
H (-2.020, -0.449, -0.502)  0.46
O (-0.960, 0.368, 1.850)  -1.11
C (-0.329, -1.411, -0.466)  -0.12
O (2.290, 1.157, 0.167)  -0.98
H (1.005, -0.213, 0.572)  0.45
H (-0.680, -1.699, 0.552)  0.27
H (-0.772, 0.158, 2.769)  0.48
O (0.040, 1.694, -0.413)  -0.91
H (2.697, 1.621, 0.918)  0.48
O (-3.057, -0.306, 0.925)  -1.15